1.
# C30H55BNO7

4 unconnected molecules or ions with the total composition C30H55BNO7 in a non-equilibrium geometry (ωB97M-V with the def2-TZVPD basis set, the Open Molecules 2025 dataset).

## Properties
* orbital gap: 6.171 eV
* E_LUMO: 2.15 eV
* net charge: -1
* strongest force on any atom: 1.8 eV/A
* total energy: -1782.42350 Eh
* multiplicity: 1

Positions of all 94 atoms, in Å:
C (-4.06483, -0.56206, 5.37874)
C (-2.91737, -0.63930, 6.41077)
C (-1.55826, -0.12714, 5.88855)
C (-0.86346, -1.17248, 4.94620)
N (-0.97382, -0.74794, 3.56803)
B (-0.49403, -1.77480, 2.49364)
C (-1.66628, -2.91251, 2.34638)
C (-1.31197, -4.27332, 1.67335)
C (-1.96211, -5.46916, 2.34202)
C (-1.27873, -6.67427, 2.54328)
C (-1.89933, -7.77610, 3.13174)
C (-3.22942, -7.72936, 3.54659)
C (-3.92027, -6.52934, 3.36612)
C (-3.29622, -5.43873, 2.76960)
C (1.02317, -2.30318, 2.83893)
C (1.20618, -3.54015, 3.69210)
O (0.41371, -4.07040, 4.40779)
O (2.48082, -4.12163, 3.62603)
O (-0.37203, -0.89442, 1.26441)
C (-0.22427, -1.58404, 0.06740)
C (0.62854, -0.72797, -0.90027)
O (-0.20298, -0.12859, -1.89492)
C (0.61045, 0.55925, -2.85142)
C (-0.14887, 1.79197, -3.35987)
H (-3.72662, -0.60159, 4.34377)
H (-4.69613, 0.32023, 5.50639)
H (-4.72083, -1.42783, 5.51956)
H (-2.83608, -1.67856, 6.72938)
H (-3.18963, -0.02565, 7.27680)
H (-0.94643, 0.06643, 6.77864)
H (-1.64667, 0.81968, 5.35276)
H (0.18790, -1.19221, 5.24561)
H (-1.33404, -2.13875, 5.18252)
H (-1.90432, -0.42643, 3.34354)
H (-2.46715, -2.45872, 1.74008)
H (-2.14729, -3.14544, 3.30107)
H (-0.24139, -4.45709, 1.55720)
H (-1.72793, -4.27307, 0.65669)
H (-0.24223, -6.77357, 2.24576)
H (-1.34684, -8.69673, 3.27667)
H (-3.71049, -8.59108, 3.98719)
H (-4.94993, -6.42892, 3.68539)
H (-3.86819, -4.52678, 2.64927)
H (1.52267, -1.49078, 3.38596)
H (1.65603, -2.44981, 1.95096)
H (2.83437, -3.94005, 2.75307)
H (-1.18482, -1.73466, -0.45157)
H (0.26252, -2.56493, 0.16876)
H (1.44173, -1.30329, -1.36856)
H (1.10133, 0.04961, -0.28704)
H (0.82370, -0.13974, -3.66739)
H (1.53176, 0.89000, -2.36446)
H (-0.76301, 1.48767, -4.21152)
H (0.58698, 2.52111, -3.70917)
H (-0.77743, 2.23786, -2.59206)
C (4.34010, 4.43115, -5.17253)
C (3.76585, 5.33711, -4.09184)
C (2.27478, 5.27080, -4.38461)
O (2.02987, 3.97456, -4.93537)
C (3.27569, 3.34868, -5.26081)
H (5.32619, 4.03426, -4.93548)
H (4.40807, 4.97428, -6.11926)
H (3.97308, 4.91348, -3.10660)
H (4.15775, 6.35373, -4.11566)
H (1.97766, 6.02259, -5.12485)
H (1.66270, 5.40402, -3.49145)
H (3.46054, 2.55409, -4.53033)
H (3.20603, 2.89943, -6.25247)
C (6.93227, 2.74971, 0.30903)
C (5.85467, 3.70582, 0.80709)
C (5.19152, 4.13017, -0.49425)
O (5.31133, 3.02232, -1.39156)
C (6.22573, 2.06368, -0.85073)
H (7.28134, 2.04826, 1.06529)
H (7.79377, 3.31517, -0.05625)
H (5.14037, 3.16833, 1.43435)
H (6.24269, 4.54800, 1.37852)
H (5.70398, 4.98907, -0.94394)
H (4.13723, 4.38085, -0.36994)
H (5.65161, 1.19656, -0.50896)
H (6.91250, 1.73800, -1.63325)
C (-4.17737, 1.31126, -5.02256)
C (-3.84744, 2.76191, -4.69554)
C (-5.16255, 3.45847, -5.01173)
O (-6.19990, 2.50993, -4.74741)
C (-5.62341, 1.21165, -4.56168)
H (-3.52541, 0.59122, -4.53030)
H (-4.11419, 1.14790, -6.10183)
H (-3.61484, 2.85797, -3.63276)
H (-3.00853, 3.16068, -5.26429)
H (-5.21774, 3.74232, -6.06920)
H (-5.32637, 4.35035, -4.40523)
H (-5.68355, 0.95770, -3.49855)
H (-6.19919, 0.47715, -5.12638)

In the Mulliken picture, each atom carries the following charge in e: C -0.9456; C -0.5373; C -1.0357; C -0.1131; N -0.3259; B 0.7803; C -0.7369; C -0.4442; C 0.2916; C -0.4421; C -0.5877; C -0.4488; C -0.6229; C -0.1814; C -0.8739; C 0.5318; O -0.4861; O -0.5745; O -0.8360; C -0.0935; C -0.6954; O -0.2481; C -0.3538; C -0.6236; H 0.1998; H 0.3159; H 0.2663; H 0.3499; H 0.3992; H 0.3443; H 0.3803; H 0.1711; H 0.0952; H 0.0908; H 0.2747; H 0.2569; H 0.3620; H 0.3783; H 0.3193; H 0.3468; H 0.3703; H 0.3546; H 0.3688; H 0.3888; H 0.2992; H 0.3431; H 0.1920; H 0.0877; H 0.3307; H 0.2478; H 0.2606; H 0.2771; H 0.1793; H 0.0500; H 0.2995; C -0.6053; C 0.0014; C -0.4256; O -0.4059; C -0.3454; H 0.3446; H 0.2749; H -0.2472; H 0.4080; H 0.2719; H 0.2838; H 0.1443; H 0.3272; C -0.4986; C -0.6178; C -0.4146; O -0.3624; C -0.4733; H 0.3308; H 0.2624; H 0.2859; H 0.3315; H 0.2855; H 0.3080; H 0.2794; H 0.2584; C -0.5033; C -0.3934; C -0.4728; O -0.3939; C -0.4398; H 0.3135; H 0.2600; H 0.2010; H 0.3493; H 0.2583; H 0.2742; H 0.2705; H 0.2774


2.
# C4H8O2

A single C4H8O2 molecule in a non-equilibrium geometry (ωB97M-V with the def2-TZVPD basis set, the Open Molecules 2025 dataset).

## Properties
* orbital gap: 8.911 eV
* E_LUMO: 0.99 eV
* net charge: 0
* ΔE to the lowest compared entry with this formula, charge and spin: 3.829 eV
* structure (SMILES): CO/C=C/OC
* strongest force on any atom: 1.7 eV/A
* total energy: -307.57170 Eh
* multiplicity: 1

Positions of all 14 atoms, in Å:
C (-0.66688, 1.86644, -0.98166)
O (0.59404, 1.64230, -0.38095)
C (0.79664, 0.36336, 0.02619)
C (-0.15287, -1.63374, 1.31926)
C (0.74871, -0.74378, -0.71370)
O (0.53760, -1.89197, -0.01040)
H (-0.69078, 2.93100, -1.21811)
H (-0.78972, 1.29048, -1.90570)
H (-1.50410, 1.61492, -0.30981)
H (1.23143, 0.25519, 1.01343)
H (0.06252, -0.80766, 2.04166)
H (-1.22012, -1.54980, 1.09062)
H (0.12708, -2.54151, 1.82299)
H (0.92644, -0.79524, -1.79381)

In the Mulliken picture, each atom carries the following charge in e: C -0.7033; O -0.3716; C -0.4034; C -0.7000; C -0.0514; O -0.3839; H 0.2390; H 0.3111; H 0.3003; H 0.4825; H 0.3118; H 0.3077; H 0.2599; H 0.4014


3.
# CH5PS2

A molecular structure, CH5PS2 in a non-equilibrium geometry (ωB97M-V with the def2-TZVPD basis set, the Open Molecules 2025 dataset).

## Properties
* orbital gap: 8.007 eV
* E_LUMO: -1.00 eV
* net charge: 0
* ΔE to the lowest compared entry with this formula, charge and spin: 1.633 eV
* strongest force on any atom: 2.8 eV/A
* total energy: -1178.78682 Eh
* multiplicity: 1

Positions of all 9 atoms, in Å:
C (-0.14799, 0.44920, -1.16114)
P (0.85998, -0.25393, 0.22713)
S (2.12833, 0.88989, 1.13067)
S (-1.32269, -0.99974, 1.61459)
H (0.52670, 0.71947, -1.95218)
H (-0.71410, -0.40926, -1.39035)
H (-0.74003, 1.26952, -0.83621)
H (1.01123, -1.66802, -0.22348)
H (-1.60142, 0.00288, 2.59098)

In the Mulliken picture, each atom carries the following charge in e: C -0.8386; P 0.2408; S -0.2859; S -0.3900; H 0.3371; H 0.3423; H 0.2990; H 0.1476; H 0.1477